(1)
{
  "formula": "C4H10NOP",
  "method": "ωB97M-V with the def2-TZVPD basis set",
  "e_lumo_ev": -0.181,
  "gap_ev": 8.78,
  "smiles": "C/P=N/CO.C=C",
  "symbols": ["H", "H", "H", "H", "H", "N", "P", "H", "C", "C", "H", "C", "H", "O", "H", "C", "H"],
  "coordinates": [[0.22882, -2.41825, 0.93958], [1.78663, 0.32663, -1.21278], [1.59590, -0.10070, 1.26667], [-3.01511, 0.11085, 0.08671], [1.55395, -1.34420, -1.56355], [0.15055, 0.90612, 0.30968], [-1.07484, 1.47995, 1.08877], [-0.27925, -1.30728, -1.24579], [1.51646, 0.86704, 0.75802], [0.71759, -1.55145, -0.88249], [-1.90502, 0.67151, -1.25705], [-2.34147, 0.96547, -0.17674], [-2.88422, 1.87162, -0.22117], [2.33190, 0.71876, -0.43146], [1.91848, -2.15736, 0.56130], [0.95591, -2.09314, 0.27611], [1.89519, 1.66869, 1.34152]],
  "forces_ev_per_a": [[-1.42, -0.34, 1.15], [1.11, 1.32, 2.67], [0.13, 0.42, 0.55], [0.49, 0.87, 0.24], [-0.46, -0.12, 0.27], [0.56, 0.76, 0.84], [-0.17, -1.05, -1.05], [0.20, -0.28, 0.01], [-0.38, -2.14, -2.50], [-0.54, -0.06, -1.83], [-0.65, 0.97, 2.63], [0.82, -1.61, -1.58], [-1.33, 0.82, -0.63], [-0.65, 0.13, -1.18], [3.23, -0.68, 1.07], [-1.24, 0.11, -1.06], [0.30, 0.88, 0.41]]
}


(2)
{
  "formula": "C5H12O2",
  "method": "ωB97M-V with the def2-TZVPD basis set",
  "e_lumo_ev": 0.768,
  "gap_ev": 10.95,
  "smiles": "OCCCCCO",
  "symbols": ["H", "C", "O", "H", "H", "C", "H", "H", "C", "H", "H", "H", "H", "H", "H", "H", "O", "C", "C"],
  "coordinates": [[1.44015, 0.94690, 0.21495], [0.45850, 1.04228, 0.67691], [-0.29101, 2.82596, -0.88494], [0.47893, 0.89149, 1.77885], [0.95278, -1.66943, -1.95636], [-0.23108, -2.50963, -0.57318], [0.76415, 3.19736, 0.86234], [-0.60322, -1.87880, 1.35806], [-0.58781, 0.06632, 0.09807], [-0.96711, 2.57676, 1.01644], [0.90113, -1.31336, 0.77710], [-0.61132, 0.20167, -0.97696], [-1.57073, 0.27983, 0.47641], [-0.22812, -3.51609, -0.11660], [0.63190, 2.72982, -1.16879], [-1.23375, -2.42710, -1.03079], [0.83593, -2.50434, -1.49864], [-0.13792, -1.42357, 0.46251], [-0.00137, 2.48395, 0.48462]],
  "forces_ev_per_a": [[0.16, -0.50, 0.16], [-1.37, 0.57, 0.34], [1.48, -0.56, 0.68], [0.53, -0.04, -0.61], [-0.36, 0.21, 0.14], [-0.65, 0.01, -0.26], [-0.60, -0.33, 0.13], [-0.32, 0.86, -0.19], [1.56, -1.63, 0.31], [0.57, 0.36, -0.02], [0.22, -0.32, -0.14], [-0.14, -0.11, -0.30], [-0.46, 0.18, 0.21], [0.28, 0.51, -0.08], [-0.52, 0.37, -1.24], [0.32, -0.04, -0.39], [0.19, -0.51, -0.30], [0.16, 0.68, 0.92], [-1.06, 0.28, 0.63]]
}


(3)
{
  "formula": "C4H10N4",
  "method": "ωB97M-V with the def2-TZVPD basis set",
  "e_lumo_ev": [-10.313, -10.516],
  "total_charge": 2,
  "gap_ev": [8.74, 7.92],
  "symbols": ["C", "N", "H", "H", "H", "H", "H", "H", "N", "C", "N", "N", "H", "C", "C", "H", "H", "H"],
  "coordinates": [[-0.57776, -1.18050, -0.12349], [-0.97228, -0.76421, 1.28917], [1.25035, -2.07269, -0.75467], [-1.27507, 2.44722, -0.75612], [0.29011, -1.74578, 2.98904], [1.20019, -0.30406, -2.23229], [-0.19300, 2.78823, -1.96013], [-1.24572, 0.22563, 1.47148], [1.03836, 0.69190, -2.12007], [0.37065, -1.00464, 2.08681], [-0.41554, 2.16409, -1.20440], [1.32749, -1.43919, 1.13946], [1.76055, 1.27556, -2.47458], [0.02168, 0.99426, -1.42064], [0.79245, -1.64026, 0.01492], [-1.34150, -1.70639, -0.71348], [0.68629, -0.08213, 2.64329], [-1.75328, -1.29739, 1.60068]],
  "forces_ev_per_a": [[-0.34, 1.06, 0.66], [1.64, 0.90, -0.52], [2.19, -1.72, -3.05], [-0.06, -0.44, 0.41], [-0.38, 0.82, -1.98], [0.27, 0.29, -0.35], [0.27, 0.98, -0.26], [0.20, -0.67, -0.70], [0.48, -2.54, -0.28], [0.55, -0.04, 2.53], [-1.21, 1.84, -0.29], [-0.01, -0.26, 1.19], [0.54, 1.03, -0.37], [-0.55, -2.28, 1.56], [-2.56, 1.76, 1.76], [0.20, 0.65, 0.12], [-0.37, -0.39, -0.96], [-0.86, -0.99, 0.54]]
}


(4)
{
  "formula": "ClH5N2Si",
  "method": "ωB97M-V with the def2-TZVPD basis set",
  "e_lumo_ev": 0.820,
  "gap_ev": 10.54,
  "smiles": "N[SiH](N)Cl",
  "symbols": ["Si", "N", "H", "Cl", "H", "H", "H", "H", "N"],
  "coordinates": [[-0.41943, -0.01583, -0.53691], [1.09430, -0.96401, -0.85099], [1.48976, -1.51845, -0.10614], [-1.29581, 0.72076, -2.29710], [-1.23841, -0.69968, 0.36272], [-1.03887, 2.12913, 0.21217], [1.76558, -0.75978, -1.55309], [-0.05371, 1.52804, 1.30620], [-0.31293, 1.47877, 0.32711]],
  "forces_ev_per_a": [[2.57, 0.94, -0.79], [-2.63, 1.06, 0.86], [-0.17, 0.03, -0.03], [0.33, -0.77, 0.50], [-1.06, -1.78, 0.36], [-0.98, 0.94, -0.59], [0.32, 0.36, -0.49], [0.22, -0.39, -0.22], [1.39, -0.39, 0.42]]
}


(5)
{
  "formula": "C5H13NO2",
  "method": "ωB97M-V with the def2-TZVPD basis set",
  "e_lumo_ev": -2.385,
  "gap_ev": 5.68,
  "symbols": ["H", "H", "H", "H", "H", "C", "O", "N", "O", "H", "H", "H", "C", "H", "C", "H", "H", "C", "C", "H", "H"],
  "coordinates": [[-1.52189, 0.54869, -2.24654], [0.06657, 0.31611, -2.87781], [0.23200, 2.32141, 2.57980], [-0.26331, 1.77695, -1.79227], [1.00662, 1.31140, 1.08592], [0.02685, 1.88844, 1.51961], [-0.56925, 2.61497, 0.56659], [0.21780, -1.57340, -1.15081], [1.94605, -1.53696, 0.79437], [-0.29143, -1.97724, -1.88500], [-1.63958, -1.94720, 0.72194], [1.37134, -1.81181, -0.02870], [0.03541, 0.42771, 1.50621], [-1.64712, 0.65317, 0.32472], [0.01913, -0.14958, -0.87071], [-1.28609, -1.19393, 0.51369], [0.95284, 0.17138, -0.50763], [-0.84285, -0.09035, 0.40922], [-0.51895, 0.71263, -2.00381], [0.08860, -0.15075, 2.42240], [2.61726, -2.31164, 0.91882]],
  "forces_ev_per_a": [[-1.71, -0.06, -0.01], [-0.48, 0.90, 0.49], [0.40, -0.32, -1.92], [-0.51, -0.80, -0.36], [1.65, -2.46, -0.11], [-4.88, 2.54, 0.39], [2.53, -2.46, 3.03], [1.02, 0.95, 1.38], [1.42, -2.57, -0.34], [-0.85, -0.07, -1.60], [0.43, -1.01, -0.57], [0.73, 0.16, 0.95], [-1.92, 2.28, 0.47], [-0.35, -0.24, 0.06], [-2.45, -4.06, -1.30], [0.56, 0.71, -0.13], [1.39, 0.53, 0.13], [0.89, 3.47, 0.50], [2.87, -0.05, -0.62], [1.20, 0.34, -0.07], [-1.92, 2.23, -0.39]]
}


(6)
{
  "formula": "C9H10MoN4OS6",
  "method": "ωB97M-V with the def2-TZVPD basis set",
  "e_lumo_ev": [-15.650, -15.651],
  "total_charge": 4,
  "gap_ev": [5.82, 5.82],
  "symbols": ["N", "S", "H", "N", "H", "C", "H", "S", "H", "C", "H", "H", "C", "C", "N", "C", "H", "Mo", "N", "S", "C", "H", "C", "S", "C", "S", "C", "O", "H", "H", "S"],
  "coordinates": [[2.95508, -2.41441, -0.74190], [-4.04159, -4.07604, 4.46293], [1.61736, -3.35832, 0.57385], [-2.99904, 2.90091, -1.80757], [-4.60132, 3.42895, -3.00436], [-3.72043, 3.80559, -2.49565], [-0.66537, 4.86113, -0.69076], [-0.30484, -0.10833, 2.47184], [-1.82399, 6.53833, -1.82829], [-3.35303, 5.14459, -2.54636], [4.59085, -0.45095, -1.27770], [1.13564, -3.38018, -1.17326], [-1.47837, -1.35021, 2.63683], [-2.20899, 5.52511, -1.86514], [3.65164, -0.20094, -0.98852], [-3.15940, -3.13723, 3.51948], [2.45244, -4.40874, -0.58112], [-0.01656, 0.15960, 0.16540], [-1.50680, 4.58721, -1.19531], [-1.94645, -1.97075, 4.11976], [2.75692, -1.12170, -0.69364], [3.87562, -2.73126, -1.03089], [1.95896, -3.44899, -0.45907], [-0.97422, 2.09926, -0.28014], [-2.14705, -1.92008, 1.44634], [-3.28523, -3.11069, 1.73692], [-1.94144, 3.30852, -1.19963], [1.53689, -0.69615, -0.32299], [3.44074, 0.78406, -0.93660], [-3.93453, 5.87429, -3.09604], [-1.78346, -1.34298, -0.13201]],
  "forces_ev_per_a": [[0.28, 0.50, -0.10], [0.34, 0.33, -0.35], [-0.02, -0.06, -0.12], [0.21, -0.04, 0.11], [0.02, 0.04, 0.01], [-0.07, 0.15, -0.07], [-0.03, -0.01, -0.02], [-0.11, -0.19, -0.19], [-0.03, -0.02, -0.02], [0.14, 0.06, 0.08], [-0.02, 0.00, 0.01], [0.05, -0.05, 0.12], [-0.19, -0.18, 0.10], [-0.18, -0.04, -0.11], [-0.01, -0.18, 0.03], [-0.15, -0.13, 0.16], [-0.06, -0.01, 0.01], [-0.87, -0.22, 0.32], [-0.04, -0.12, 0.03], [0.08, 0.13, -0.28], [0.11, -0.27, -0.15], [-0.03, 0.05, 0.02], [-0.18, -0.01, 0.05], [0.31, 0.40, 0.08], [-0.12, -0.12, 0.24], [0.20, 0.21, -0.05], [-0.13, -0.25, -0.12], [0.27, 0.03, -0.06], [0.00, -0.05, 0.02], [0.02, -0.01, 0.02], [0.22, 0.06, 0.23]]
}


(7)
{
  "formula": "C6H13NO",
  "method": "ωB97M-V with the def2-TZVPD basis set",
  "e_lumo_ev": 0.848,
  "gap_ev": 9.79,
  "smiles": "CCCCCNC=O",
  "symbols": ["H", "H", "C", "H", "C", "C", "C", "H", "C", "N", "H", "O", "H", "H", "H", "C", "H", "H", "H", "H", "H"],
  "coordinates": [[-1.00070, 1.61676, -0.29912], [-1.24700, 2.65396, 2.05422], [-0.55279, -0.69910, -0.61497], [1.87528, 1.03834, 0.81159], [-0.01048, -3.02758, -1.47751], [-0.39174, 1.82319, 1.81893], [1.15240, 0.96574, 0.01073], [0.82857, -0.76600, 0.96798], [-0.08425, 1.80941, 0.33516], [-0.85908, -2.01475, -1.17711], [0.34318, 2.46264, 2.40196], [-0.66745, -3.89708, -2.04292], [0.98065, -2.82789, -1.31241], [1.73333, -1.10359, -0.46202], [-1.38389, -0.49630, 0.04644], [0.84313, -0.46314, -0.05630], [-0.90963, 0.13343, -1.26988], [-1.93829, -2.39327, -1.35461], [1.68879, 1.33872, -0.84233], [-0.68705, 0.95693, 2.35573], [0.28701, 2.88959, 0.10641]],
  "forces_ev_per_a": [[1.29, 0.34, 0.78], [1.15, -2.21, -0.92], [-1.70, -0.10, -1.39], [0.19, 0.61, 0.40], [-6.37, 0.91, -1.69], [-1.60, 4.90, 1.37], [0.15, 1.05, 0.06], [-0.22, -0.70, 0.85], [0.84, 2.45, -0.31], [-2.08, 0.52, 0.77], [0.06, -1.55, -0.65], [2.43, -2.52, -0.20], [2.82, -0.39, 0.34], [-1.83, 1.22, 0.10], [0.34, -0.29, 1.58], [0.54, -2.63, -0.35], [1.22, -0.89, -0.94], [3.94, 1.73, 0.62], [-0.12, 0.16, -0.80], [0.02, -1.01, 0.19], [-1.08, -1.61, 0.20]]
}


(8)
{
  "formula": "C20H24N4O3",
  "method": "ωB97M-V with the def2-TZVPD basis set",
  "e_lumo_ev": -0.453,
  "gap_ev": 7.15,
  "smiles": "Cc1cc(C)c(/C=C2\\C(=O)Nc3ccccc32)[nH]1.CNC(=O)CNC(C)=O",
  "symbols": ["H", "C", "C", "H", "O", "C", "C", "C", "H", "H", "H", "C", "O", "H", "H", "C", "N", "C", "H", "N", "H", "H", "H", "C", "H", "C", "H", "H", "H", "H", "C", "O", "C", "H", "H", "C", "H", "H", "H", "H", "C", "N", "H", "C", "C", "C", "C", "C", "C", "N", "H"],
  "coordinates": [[-2.21557, -1.59834, -3.80481], [-1.23977, -1.14527, -3.60727], [3.07426, 0.15535, -3.74298], [0.80927, 0.93641, -0.57691], [1.21810, 1.15593, -4.82891], [0.35255, -2.33399, -0.42850], [-1.75843, -1.16844, 4.57059], [3.84152, 4.17187, -1.18098], [4.05633, 4.79665, -2.04884], [2.40272, -2.67676, 0.08116], [-1.33175, -0.06058, -3.71285], [-2.11984, -0.71720, 2.01142], [-3.44176, 0.27606, 0.20333], [3.34659, 4.77524, -0.41742], [2.17438, 0.02918, -1.20311], [-2.24101, -0.86533, 5.85090], [-3.87304, 0.71129, 2.37287], [1.66104, 0.98818, -1.25506], [1.27506, -3.03476, 1.39936], [2.97882, 3.05482, -1.56048], [2.95125, -0.79636, -3.23006], [2.61440, 3.03010, -2.50078], [1.40139, -4.14256, 0.02189], [-1.08298, -1.46765, 1.48163], [-1.76980, -1.30449, 6.72517], [2.60865, 2.07240, -0.72746], [-4.78606, 1.24639, 5.00150], [-0.52781, -1.50923, -4.35391], [-3.70238, 0.23137, 7.00458], [0.25329, 1.65552, -2.70932], [-3.94464, 0.57131, 4.88657], [2.97749, 2.04062, 0.43868], [-0.78308, -1.49813, -2.22217], [-0.45669, -1.98268, 2.19932], [-2.26873, -0.57872, -0.98071], [-3.33192, 0.00113, 6.00968], [1.02065, -2.69031, -2.56885], [3.81927, 0.76359, -3.23386], [-0.91541, -1.84258, 4.46026], [3.39246, -0.02695, -4.76889], [0.31344, -2.24062, -1.87907], [-1.40596, -1.12996, -1.04035], [4.77785, 3.79145, -0.76756], [-3.45442, 0.26976, 3.61718], [1.41814, -3.08987, 0.31848], [-2.37374, -0.59676, 3.44862], [-3.14190, 0.11687, 1.37958], [1.74464, 0.88060, -3.76345], [-0.72804, -1.63255, 0.06466], [1.16065, 1.22498, -2.61769], [-4.74947, 1.18301, 2.18482]],
  "forces_ev_per_a": [[0.05, 0.10, -0.08], [-0.29, 0.12, 0.52], [-0.26, 0.11, 0.15], [0.08, -0.03, 0.01], [-0.25, 0.08, -0.29], [0.74, -0.47, -1.29], [-0.42, 0.36, 0.01], [-0.17, -0.40, 0.33], [-0.12, -0.20, 0.03], [-0.03, -0.11, 0.08], [-0.03, -0.11, -0.15], [1.76, -1.14, 0.26], [0.35, -0.04, -0.46], [0.11, 0.01, -0.02], [-0.01, 0.00, 0.05], [-0.17, 0.16, -0.36], [-0.29, 0.16, 0.31], [0.00, 0.40, -0.85], [0.08, -0.03, -0.09], [0.01, 0.37, -1.12], [0.18, -0.08, 0.15], [0.00, 0.05, 0.14], [0.09, 0.09, 0.07], [-1.48, 1.25, -1.42], [-0.05, 0.05, -0.14], [0.04, 0.05, 1.06], [0.04, -0.04, 0.02], [-0.09, 0.09, 0.24], [0.04, -0.02, -0.18], [0.05, 0.02, -0.09], [0.06, 0.02, -0.06], [-0.06, -0.22, -0.23], [-0.11, 0.06, 0.92], [0.06, -0.03, -0.15], [0.31, -0.20, 0.29], [0.24, -0.17, -0.57], [-0.15, 0.07, 0.15], [0.15, -0.13, 0.15], [-0.06, 0.05, -0.01], [-0.15, 0.09, 0.13], [0.38, -0.30, 1.47], [-0.41, 0.38, -1.06], [-0.07, 0.08, -0.01], [0.05, -0.16, 1.32], [-0.34, 0.22, -0.05], [0.38, -0.34, 0.71], [-0.85, 0.15, -1.03], [0.56, -0.37, -1.61], [-0.14, -0.02, 0.71], [-0.19, 0.11, 2.07], [0.37, -0.11, -0.05]]
}


Taking the records one at a time from the top gives energy relative to the best compared isomer or geometry (same formula, charge and spin) values of 3.746; 1.544; 4.289; 0.000; 11.537; 1.507; 3.201; 1.243 eV.